No. 1
{"formula": "C35H24F3IrN4O7SSb", "method": "the ωB97M-V functional and the def2-TZVPD basis", "elements": ["Ir", "O", "S", "O", "O", "O", "O", "N", "O", "C", "C", "C", "C", "C", "C", "N", "C", "C", "N", "C", "C", "C", "C", "H", "H", "H", "H", "H", "H", "H", "F", "C", "C", "C", "C", "C", "C", "Sb", "C", "C", "C", "C", "F", "C", "C", "C", "C", "C", "C", "F", "C", "C", "H", "H", "H", "H", "H", "H", "H", "H", "H", "H", "H", "H", "O", "N", "C", "C", "C", "C", "C", "H", "H", "H", "H", "H"], "xyz": [[0.6784, 0.1318, 1.4732], [-0.5415, 3.8579, 1.4351], [0.0704, 2.7049, 0.8137], [-0.9196, 1.5454, 0.6821], [1.2778, 2.1924, 1.5321], [0.9349, 0.0815, -0.7946], [5.0355, -5.8961, 1.0819], [4.6904, -5.1713, 1.9880], [5.1847, -5.1543, 3.0952], [3.5901, -4.2675, 1.7234], [2.7540, -4.5884, 0.6777], [1.6147, -3.8082, 0.3704], [0.6972, -4.0759, -0.6762], [-0.4051, -3.2620, -0.8199], [-0.6292, -2.2277, 0.0886], [0.2532, -1.9106, 1.0371], [1.3748, -2.6567, 1.1478], [2.3445, -2.2309, 2.1093], [2.1697, -1.0029, 2.6349], [3.0052, -0.5443, 3.5437], [4.0866, -1.3098, 3.9919], [4.3023, -2.5604, 3.4638], [3.4333, -3.0586, 2.4680], [2.9869, -5.4736, 0.1022], [0.8729, -4.9077, -1.3397], [-1.1278, -3.4319, -1.6045], [-1.5342, -1.6345, 0.0609], [2.7933, 0.4422, 3.9309], [4.7349, -0.9260, 4.7635], [5.1172, -3.1727, 3.8158], [-6.3126, -0.1767, -2.5151], [-5.0147, 0.0831, -2.3274], [-4.1202, -0.1543, -3.3580], [-2.7781, 0.1134, -3.1498], [-2.3426, 0.6173, -1.9293], [-3.2563, 0.8591, -0.9120], [-4.6006, 0.5827, -1.1027], [-0.2194, 1.0840, -1.7646], [0.5416, 0.6096, -3.7008], [0.1238, 1.3136, -4.8204], [0.5680, 0.9448, -6.0768], [1.4456, -0.1222, -6.1885], [1.8646, -0.4999, -7.4016], [1.8972, -0.8164, -5.0791], [1.4293, -0.4491, -3.8307], [0.1016, 3.1847, -1.5332], [-0.9692, 4.0752, -1.4529], [-0.7297, 5.4224, -1.2833], [0.5831, 5.8727, -1.2592], [0.8216, 7.1758, -1.0928], [1.6591, 5.0119, -1.4449], [1.4117, 3.6666, -1.6087], [-4.4826, -0.5399, -4.2986], [-2.0718, -0.0726, -3.9452], [-2.9178, 1.2568, 0.0336], [-5.3216, 0.7542, -0.3171], [-0.5627, 2.1441, -4.7184], [0.2457, 1.4658, -6.9645], [2.5960, -1.6287, -5.2049], [1.7422, -0.9901, -2.9466], [-1.9815, 3.7010, -1.4887], [-1.5388, 6.1268, -1.1788], [2.6606, 5.4105, -1.4674], [2.2262, 2.9681, -1.7609], [-0.2290, 0.2660, 3.5663], [-1.4403, 0.2854, 4.0094], [-2.0778, -0.8821, 4.2342], [-3.2940, -0.9190, 4.8748], [-3.8818, 0.2706, 5.2876], [-3.2536, 1.4664, 4.9627], [-2.0414, 1.4530, 4.3096], [-1.5491, -1.7606, 3.8960], [-3.7628, -1.8727, 5.0644], [-4.8060, 0.2596, 5.8415], [-3.6986, 2.4112, 5.2275], [-1.5103, 2.3474, 4.0211]], "forces_ev_per_a": [[-2.2, 0.8, 0.2], [-0.8, -0.3, 1.7], [0.9, 4.9, -2.8], [-0.3, -4.2, 1.8], [1.1, -3.5, 3.1], [1.9, -1.6, 3.5], [0.1, -0.1, 0.0], [0.5, -0.5, -0.2], [0.0, -0.1, 0.2], [-1.4, 0.1, -1.2], [1.1, -0.2, 0.8], [-0.7, 0.8, 0.1], [0.1, 0.3, 0.4], [0.0, -0.4, 0.1], [0.3, 0.1, 0.4], [0.0, 0.8, -0.8], [0.1, -0.6, -0.1], [0.6, -0.6, 0.1], [-0.5, 1.0, -1.6], [-0.1, 0.2, 0.1], [-0.3, -0.3, 0.0], [0.0, 0.2, 0.1], [-0.4, 0.6, 0.1], [-0.1, 0.0, 0.0], [0.0, -0.1, -0.1], [0.0, 0.0, 0.0], [0.1, 0.1, -0.1], [0.1, 0.1, -0.1], [0.0, 0.1, 0.0], [0.0, 0.1, -0.1], [0.0, 0.0, 0.0], [0.3, 0.1, 0.1], [-0.3, 0.0, 0.1], [0.1, 0.0, 0.0], [1.0, 0.0, 0.0], [0.0, 0.0, 0.2], [-0.1, -0.1, -0.1], [-2.1, 2.3, -2.1], [-0.3, 0.0, 0.7], [-0.1, 0.0, 0.0], [0.1, -0.1, -0.2], [-0.1, 0.1, 0.3], [0.0, 0.1, 0.0], [0.0, 0.0, -0.2], [-0.1, -0.1, 0.1], [-0.1, 0.2, -1.5], [0.0, -0.5, -0.7], [0.6, 0.5, -0.1], [-0.5, -0.6, 0.0], [0.1, 0.4, 0.0], [-0.2, 0.0, 0.0], [0.1, -0.1, -0.8], [0.0, 0.0, -0.1], [0.0, 0.0, -0.1], [-0.1, 0.0, 0.0], [-0.1, 0.0, 0.0], [0.0, 0.1, -0.1], [0.0, 0.1, -0.1], [0.0, -0.1, 0.0], [0.1, 0.0, 0.0], [-0.2, 0.0, 0.1], [-0.1, 0.1, 0.0], [0.1, 0.0, 0.0], [0.1, 0.1, 0.1], [2.7, 0.0, -1.2], [-1.6, -0.1, -0.1], [0.0, -0.2, 0.0], [0.0, 0.2, 0.1], [0.3, 0.0, -0.2], [-0.2, -0.3, 0.1], [0.1, 0.2, -0.1], [0.1, 0.0, 0.1], [0.0, 0.0, 0.0], [-0.1, 0.0, 0.0], [0.0, 0.1, 0.0], [0.2, 0.0, 0.0]], "e_above_lowest_kcal_mol": 92.7, "lumo_ev": -4.3, "spin_multiplicity": 1, "charge": 1, "homo_energy_ev": -8.511}

No. 2
{"formula": "C5H7NOS", "method": "the ωB97M-V functional and the def2-TZVPD basis", "elements": ["C", "C", "C", "C", "C", "H", "H", "H", "H", "H", "H", "H", "N", "O", "S"], "xyz": [[-2.9129, -0.4261, 0.2031], [0.4558, -1.0303, -0.1168], [1.8734, -0.5565, 0.0712], [2.1428, 0.9170, 0.3574], [1.4378, 1.8493, -0.2291], [-2.3391, 0.6007, 0.9695], [-3.7298, -1.4005, 1.0675], [-3.4417, -0.1326, -1.1542], [0.4837, -2.0922, -0.6417], [3.1464, 1.2000, 0.7789], [0.5162, 1.6203, -0.6936], [1.9090, 2.8855, -0.5473], [-0.7162, -0.4998, 0.1250], [-1.8454, -1.2481, -0.1959], [3.0200, -1.6867, 0.0061]], "forces_ev_per_a": [[-1.9, 0.0, 0.3], [-2.1, -2.8, -2.0], [-1.5, 1.8, 1.6], [2.2, -1.6, 0.2], [0.9, 3.0, -1.7], [-2.4, -3.2, -2.7], [2.0, 3.4, -2.8], [0.9, -0.4, 4.7], [-0.3, 2.0, 1.2], [-1.0, -0.7, -0.5], [-0.9, -0.2, -0.5], [-1.2, -2.0, 1.5], [3.2, -0.1, 0.0], [1.8, 0.8, 0.8], [0.3, 0.1, -0.1]], "e_above_lowest_kcal_mol": 204.3, "lumo_ev": -1.2, "spin_multiplicity": 1, "charge": 0, "homo_energy_ev": -9.191}

No. 3
{"formula": "C16H17N8O2S2Ti", "method": "the ωB97M-V functional and the def2-TZVPD basis", "elements": ["Ti", "S", "C", "N", "C", "C", "C", "C", "C", "C", "S", "H", "H", "H", "H", "N", "N", "C", "O", "O", "H", "H", "H", "N", "C", "N", "C", "C", "C", "C", "C", "H", "H", "H", "H", "H", "H", "H", "H", "H", "H", "N", "C", "N", "C", "N"], "xyz": [[0.7057, 0.6700, -0.2761], [-0.9863, 1.0671, 1.6961], [-0.1728, -0.3747, 2.0814], [0.6091, -0.9773, 1.2096], [1.3124, -2.0195, 1.7704], [2.2605, -2.8073, 1.1192], [2.8959, -3.8111, 1.8251], [2.5883, -4.0523, 3.1620], [1.6419, -3.2846, 3.8215], [1.0151, -2.2654, 3.1230], [-0.1602, -1.1049, 3.6789], [2.4926, -2.6180, 0.0795], [3.6549, -4.4083, 1.3378], [3.1062, -4.8370, 3.6976], [1.4133, -3.4634, 4.8642], [2.3334, -0.0929, -1.6670], [2.2844, 0.7335, -2.8111], [1.7415, 2.0310, -2.6404], [1.9141, 2.8493, -3.5254], [1.0717, 2.1678, -1.5526], [3.2571, -0.0854, -1.2424], [2.0523, -1.0335, -1.9227], [3.0699, 0.6765, -3.4399], [-0.3778, -0.5923, -1.5103], [-1.0312, 0.4351, -1.3280], [-2.2312, 0.9421, -1.6909], [-2.4739, 2.3692, -1.5121], [-3.5251, 2.6465, -0.4423], [-4.8450, 1.9072, -0.7477], [-4.6626, 0.8502, -1.8385], [-3.3878, 0.0516, -1.6141], [-2.8053, 2.7949, -2.4663], [-1.5156, 2.8309, -1.2758], [-3.6877, 3.7236, -0.3668], [-3.1365, 2.3157, 0.5218], [-5.6279, 2.6077, -1.0480], [-5.1999, 1.4156, 0.1616], [-4.6092, 1.3237, -2.8226], [-5.5203, 0.1748, -1.8615], [-3.2826, -0.7364, -2.3638], [-3.4228, -0.4343, -0.6283], [5.7883, -1.0701, 1.9553], [5.1698, -0.0897, 1.9864], [4.5431, 1.0740, 2.0450], [3.3903, 1.1591, 1.4783], [2.3496, 1.3410, 0.9801]], "forces_ev_per_a": [[-1.4, -0.2, -1.6], [0.0, 0.0, 0.0], [0.2, -0.1, 0.1], [0.0, 0.4, 0.4], [0.1, -0.3, 0.1], [-0.1, 0.1, 0.1], [0.0, 0.0, -0.1], [0.0, 0.0, 0.1], [0.0, -0.1, 0.0], [0.0, 0.1, -0.2], [0.0, -0.1, -0.2], [0.0, 0.0, 0.0], [0.0, 0.0, 0.0], [0.0, 0.0, 0.0], [0.0, 0.0, 0.0], [0.1, 0.1, 0.0], [0.0, 0.0, 0.1], [0.2, -0.1, -0.3], [0.0, 0.0, 0.1], [0.1, -0.1, 0.5], [0.0, -0.1, 0.0], [0.0, 0.0, 0.0], [0.0, 0.1, 0.0], [0.5, 0.0, 0.6], [0.4, 0.3, 0.1], [-0.3, 0.2, 0.1], [0.0, 0.0, 0.1], [0.0, 0.0, 0.1], [0.0, 0.0, 0.0], [0.0, 0.0, 0.0], [0.0, -0.1, -0.2], [0.1, 0.0, 0.0], [0.0, 0.0, 0.0], [0.0, 0.0, 0.0], [0.0, 0.0, 0.0], [0.0, 0.0, 0.0], [0.0, 0.0, 0.0], [0.0, 0.0, 0.0], [0.0, 0.0, 0.0], [0.0, 0.0, 0.0], [0.0, 0.0, 0.0], [0.0, 0.0, 0.0], [0.1, 0.0, 0.0], [-0.1, -0.1, 0.0], [0.0, 0.2, 0.0], [0.1, -0.2, 0.0]], "e_above_lowest_kcal_mol": 12.2, "lumo_ev": [2.6, 2.6], "spin_multiplicity": 1, "charge": -1, "homo_energy_ev": [-4.478, -4.478]}